[1]
The following is a quantum chemistry calculation of a 2-piece molecular cluster, C11H13N4 overall at a distorted geometry, from OMol25.

CARTESIAN COORDINATES (ANGSTROEM)
C 2.5547 0.9422 3.1151
C 0.2943 0.8319 -3.6050
C 0.4459 1.0979 -2.1884
C -0.7799 0.0864 -3.9302
C -0.3354 0.5972 -1.2025
C -0.1927 0.0056 1.2783
C 0.2306 -1.2935 1.1395
C -0.0158 0.9559 0.1277
C 0.2607 -2.0680 2.1860
C -1.9202 -0.1684 -2.9953
C -1.4921 -0.3483 -1.5388
N 0.5006 2.0922 0.5050
N 0.2014 -2.8984 3.0306
N 1.7967 0.5260 3.8777
N 1.0382 -0.2319 4.4567
H 2.7428 1.5756 2.3851
H 1.0435 1.3161 -4.2288
H 1.2025 1.8994 -1.9360
H -1.0574 -0.1216 -5.0510
H -0.1728 0.5391 2.3401
H 0.1897 -1.7418 0.1622
H -2.5444 0.6273 -3.1439
H -2.4131 -1.0164 -3.3104
H -1.0205 -1.3787 -1.4320
H -2.4094 -0.2791 -0.8932
H 0.6539 2.2032 1.5067
H 0.0436 -3.4155 3.9167
H 1.1546 -0.3342 5.4282

ΔE to the lowest compared entry with this formula, charge and spin: 137.0 kcal/mol
E_LUMO: -0.1929 hartree
Net charge: +1
Spin multiplicity: 1



[2]
The following is a quantum chemistry calculation of a single C11H13NO molecule at a distorted geometry, from OMol25.

CARTESIAN COORDINATES (ANGSTROEM)
C 3.4473 0.0314 -0.8982
N 2.2380 0.1796 -0.0618
C 1.4525 -1.0064 -0.1612
C 0.6458 -1.2156 -1.4589
C -0.8301 -1.2730 -0.7877
O -0.5208 -1.9997 0.3581
C 0.3846 -1.0936 0.9481
C -0.5082 0.1872 0.8944
C -0.7015 1.3418 1.6764
C -1.6362 2.2744 1.1430
C -2.3124 2.1145 -0.0787
C -2.1911 0.9247 -0.7481
C -1.2110 -0.0019 -0.2907
H 3.0658 -0.2619 -1.9292
H 3.9491 1.0308 -1.0322
H 4.1454 -0.8146 -0.5650
H 2.3918 0.2879 0.9116
H 2.2239 -1.7990 -0.0380
H 0.7730 -2.2213 -1.7928
H 0.8022 -0.3478 -2.1291
H -1.5166 -1.8537 -1.4023
H 0.8528 -1.3462 1.9598
H 0.0840 1.5232 2.3958
H -1.7920 3.1524 1.8268
H -2.9595 3.0165 -0.4050
H -2.7573 0.6729 -1.6633

ΔE to the lowest compared entry with this formula, charge and spin: 46.9 kcal/mol
E_LUMO: 0.0336 hartree
Spin multiplicity: 1



[3]
The following is a quantum chemistry calculation of a single C11H13NOS molecule at a distorted geometry, from OMol25.

CARTESIAN COORDINATES (ANGSTROEM)
C -1.7832 1.2857 -1.2010
C -1.0531 0.7679 -0.2435
S -1.7650 -0.4325 0.9469
C -3.3622 0.4236 1.0507
C 0.3761 0.8818 -0.0546
C 1.0064 2.1101 0.2844
C 2.3639 2.1642 0.5965
C 3.1293 0.9517 0.5984
C 2.5984 -0.2583 0.2904
C 1.1767 -0.2446 0.0343
N 0.4993 -1.5093 -0.1943
C -0.1376 -1.8066 -1.4828
C 0.8192 -2.6733 0.4664
O 0.7554 -3.7206 -0.1410
H -2.8931 1.0819 -1.2023
H -1.3080 1.9075 -1.8672
H -4.0473 0.4088 0.1489
H -3.2602 1.3453 1.4273
H -3.7619 -0.2799 1.7817
H 0.4645 3.0002 0.4755
H 2.9453 3.0414 0.9190
H 4.1720 1.1339 0.7107
H 2.9757 -1.2433 0.2304
H -1.1741 -2.2909 -1.1826
H -0.2484 -0.9004 -1.9147
H 0.3359 -2.6103 -1.9901
H 1.1760 -2.5340 1.5124

ΔE to the lowest compared entry with this formula, charge and spin: 58.9 kcal/mol
E_LUMO: 0.0188 hartree
Spin multiplicity: 1



[4]
The following is a quantum chemistry calculation of a 2-piece molecular cluster, C11H13NOSe overall at a distorted geometry, from OMol25.

CARTESIAN COORDINATES (ANGSTROEM)
C -0.9044 0.8123 3.6504
C -1.8781 -2.0462 -3.0844
C -1.8351 -0.6923 -2.9460
C -1.5090 -2.9107 -2.0725
C -1.5388 -0.1968 -1.6779
C -1.2888 -2.3865 -0.7532
C -1.3063 -0.9978 -0.6204
C 3.2778 1.6714 0.0740
C -0.7362 1.7967 2.5933
C 2.0654 1.1044 0.7747
C -0.9783 1.2414 1.1894
N -1.1741 0.0620 4.4696
O 1.9814 -0.3032 1.2505
Se -0.7338 -0.4592 1.1390
H -2.3146 -2.5260 -4.0242
H -2.0124 0.0442 -3.7119
H -1.6104 -3.9693 -2.0957
H -1.5965 0.8421 -1.5980
H -1.1531 -3.1357 0.0079
H 3.2799 1.1905 -0.9716
H 3.1913 2.7243 -0.0657
H 4.1615 1.4090 0.5792
H -1.4246 2.6496 2.6883
H 0.2510 2.1971 2.4564
H 1.6828 1.6919 1.6090
H 1.3737 1.0478 -0.0009
H 2.7297 -0.8612 1.1407

ΔE to the lowest compared entry with this formula, charge and spin: 78.6 kcal/mol
E_LUMO: 0.0026 hartree
Spin multiplicity: 1



[5]
The following is a quantum chemistry calculation of an isolated ion of composition C11H13O2 and charge +1 at a distorted geometry, from OMol25.

CARTESIAN COORDINATES (ANGSTROEM)
C 1.0626 -0.2679 -2.5625
C 0.0835 -0.0985 -1.5245
C 0.3979 -1.1116 -0.6506
C 1.9438 -1.1890 -2.1799
C -1.0013 0.7610 -1.3184
C -0.4857 -0.2691 1.5399
C -1.7075 0.9975 -0.1463
C 3.1688 -1.6493 -2.8584
C -3.0019 1.6061 -0.1359
C -0.4880 0.5442 3.8975
C 0.0624 -0.4944 2.8554
O 1.5014 -1.7623 -0.9967
O -1.2819 0.5949 1.1161
H 1.2788 0.4514 -3.2746
H -1.2439 1.4795 -2.1622
H 3.4093 -0.9300 -3.7581
H 4.0006 -1.7504 -2.0536
H 3.0373 -2.5184 -3.5390
H -3.2657 2.4174 0.6831
H -3.8051 0.8031 0.0110
H -3.3227 2.0378 -1.0821
H -1.5450 0.3836 3.9193
H -0.1709 1.4816 3.4238
H 0.0463 0.3546 4.8406
H 0.0349 -1.5841 3.2085
H 1.2921 -0.2878 2.7475

ΔE to the lowest compared entry with this formula, charge and spin: 35.7 kcal/mol
E_LUMO (spin up / spin down): -0.2070 / -0.2073 hartree
Net charge: +1
Spin multiplicity: 1



[6]
The following is a quantum chemistry calculation of C11H13O2S as an isolated structure at a distorted geometry, from OMol25.

CARTESIAN COORDINATES (ANGSTROEM)
C 0.6017 1.1433 3.0740
C -0.7363 1.2613 2.6056
C 1.4599 0.2846 2.4548
C -1.0872 0.5167 1.4876
C 1.0906 -0.5022 1.3812
C -0.1416 -0.2962 0.8277
C -1.8912 -1.4091 -0.8060
C 1.6516 0.2919 -1.8619
C -0.6877 1.2134 -2.0345
C 0.1561 0.0094 -1.9278
C -0.3797 -1.1613 -0.3879
O -2.6351 -0.4448 -0.6920
O -2.1274 -2.5136 -1.2703
S 0.6340 -2.5591 -0.5743
H 0.7825 1.8148 3.9253
H -1.5198 1.7973 3.2377
H 2.5130 0.2817 2.8640
H -2.1983 0.3899 1.2190
H 1.7409 -1.2251 1.0155
H 1.8468 0.4917 -0.8363
H 2.2879 -0.5404 -2.0287
H 2.0206 1.1255 -2.4676
H -1.6998 0.8314 -1.7174
H -0.8875 1.3673 -3.0118
H -0.3848 1.9952 -1.3194
H -0.0391 -0.6726 -2.6761
H -0.3698 -3.4912 -0.4805

ΔE to the lowest compared entry with this formula, charge and spin: 3.6 kcal/mol
E_LUMO: 0.1194 hartree
Net charge: -1
Spin multiplicity: 1



[7]
The following is a quantum chemistry calculation of an isolated ion of composition C11H13O2Si and charge -1 at a distorted geometry, from OMol25.

CARTESIAN COORDINATES (ANGSTROEM)
C -0.2160 2.9860 3.1781
C 0.0506 1.6028 2.6378
C 1.5627 1.3913 2.7130
C -0.8681 0.8420 2.1505
C -2.1693 0.4324 1.9936
O -2.9778 -0.1235 2.7091
O -2.7236 0.7813 0.5387
Si -1.7867 0.8552 -0.7431
C -1.1713 -0.8809 -1.3394
C -0.2066 -1.5244 -0.5821
C 0.2327 -2.8009 -0.9515
C -0.2184 -3.3758 -2.1049
C -1.2255 -2.7584 -2.8688
C -1.6592 -1.4547 -2.5328
H 0.1254 3.0765 4.2435
H -1.2664 3.2923 3.1164
H 0.3318 3.7029 2.6816
H 1.9064 0.5352 2.1748
H 2.0516 1.2630 3.7838
H 2.2296 2.2171 2.4586
H -2.7685 1.3626 -1.8660
H -0.5448 1.7866 -0.5992
H 0.0857 -1.2451 0.3878
H 0.9396 -3.3297 -0.3191
H 0.2820 -4.2379 -2.4818
H -1.5627 -3.2353 -3.6867
H -2.4017 -1.0499 -3.1179

E_LUMO: 0.1227 hartree
Net charge: -1
Spin multiplicity: 1



[8]
The following is a quantum chemistry calculation of C11H14BF3N6O3PdS as an isolated structure at a distorted geometry, from OMol25.

CARTESIAN COORDINATES (ANGSTROEM)
C -0.6413 1.6004 2.1298
N -0.7437 0.9180 0.9769
N -1.8280 0.0656 1.0673
C -2.5032 0.3541 2.2108
C -1.7736 1.3167 2.9132
B -2.2251 -1.0370 0.0087
N -2.1546 -0.3282 -1.3807
N -1.1273 0.5514 -1.7177
C -1.3161 0.8908 -3.0012
C -2.5775 0.4504 -3.4328
C -3.0863 -0.3046 -2.3751
Pd 0.4387 1.6199 -0.5449
N -1.2136 -2.2264 0.1896
N 0.0893 -1.8496 0.0763
C 0.8493 -2.8886 0.3267
C 0.0399 -4.0192 0.5875
C -1.2696 -3.5487 0.5073
H 1.9182 -2.7851 0.3448
H -2.2042 -4.0666 0.6329
H 0.4055 -5.0029 0.8101
H -3.3211 -1.4443 0.2326
H -4.0484 -0.7897 -2.2629
H -3.4599 -0.1339 2.4101
H -3.0386 0.6521 -4.3841
H -1.9785 1.7550 3.8748
H -0.5708 1.4554 -3.5382
H 0.2000 2.2477 2.3102
H 1.4646 0.0810 -1.3468
C 1.7274 1.0120 -1.9027
H 1.4752 0.8336 -2.9494
H 1.2990 2.0758 -1.7608
H 2.7875 1.1773 -1.7086
F 4.9031 2.6801 1.0879
C 4.4167 1.4191 1.1190
F 4.5413 0.8896 -0.1267
F 5.1718 0.6864 1.9638
S 2.6022 1.4079 1.6160
O 2.6356 1.4365 3.0623
O 2.0771 2.6525 0.9630
O 2.0390 0.1956 1.0113

<S²>: 6.05
E_LUMO (spin up / spin down): -0.6102 / -0.6637 hartree
Net charge: +4
Spin multiplicity: 5



[9]
The following is a quantum chemistry calculation of C11H14BHgN7S as an isolated structure at a distorted geometry, from OMol25.

CARTESIAN COORDINATES (ANGSTROEM)
H -2.0458 -2.4454 1.2474
N -1.3906 -0.6992 0.2136
B -1.2134 1.3103 -1.3750
N -1.9681 0.1032 -0.7333
C -3.2186 -0.3363 -0.9941
Hg 0.6704 -0.4802 1.1055
H -3.8209 0.1901 -1.7209
C -3.4542 -1.4608 -0.2112
H -4.3477 -2.0528 -0.1917
C -2.2795 -1.6665 0.5336
H -1.9151 1.9065 -2.1344
C 2.5904 -1.1130 1.7486
H 2.5274 -1.9576 2.4335
H 3.0168 -0.2425 2.2624
H 3.1693 -1.3495 0.8540
N 0.0193 0.7077 -2.1198
N -0.7524 2.2224 -0.1972
N 0.8435 -0.1852 -1.4836
N -0.1173 1.6928 0.8944
C 0.4081 0.8564 -3.4106
C -0.9571 3.5479 0.0017
H -0.1437 1.5142 -4.0571
H -1.4533 4.1366 -0.7563
C 1.5165 0.0390 -3.6137
C -0.4402 3.8805 1.2524
C 1.7569 -0.5901 -2.3697
C 0.0843 2.6860 1.7759
H 2.0691 -0.0894 -4.5216
H -0.4378 4.8458 1.7164
H 2.5383 -1.2965 -2.1168
H 0.5930 2.5161 2.7192
H 1.9741 -4.1526 1.6976
S 1.0548 -4.0797 2.7190
C 2.1803 -3.9999 3.9684
N 2.9431 -3.9583 4.8633

ΔE to the lowest compared entry with this formula, charge and spin: 0.0 kcal/mol
E_LUMO: 0.0079 hartree
Spin multiplicity: 1



[10]
The following is a quantum chemistry calculation of C11H14BMoN7S as an isolated structure at a distorted geometry, from OMol25.

CARTESIAN COORDINATES (ANGSTROEM)
H 2.0059 -2.7576 -2.6638
N 0.8824 -1.1227 -1.8151
B 0.1164 1.2903 -1.1495
N 0.9714 0.2569 -1.9692
C 1.7832 0.5089 -3.0225
Mo -0.7270 -2.2239 -1.7612
H 1.8865 1.5062 -3.4347
C 2.3646 -0.6905 -3.4450
H 3.1162 -0.8069 -4.2102
C 1.7981 -1.6993 -2.6875
H -0.0226 2.2666 -1.8786
C -0.3615 -1.3479 4.9127
H -1.0343 -2.2055 4.8991
H 0.1284 -1.2616 3.9426
H -0.9422 -0.4440 5.0974
N 0.7481 1.9743 0.1719
N -1.3077 0.6370 -0.9924
N 1.1026 1.3045 1.3388
N -1.5647 -0.7194 -0.8098
C 1.0016 3.3129 0.3380
C -2.4940 1.2628 -1.1439
H 0.8036 4.0246 -0.4547
H -2.5490 2.2994 -1.4575
C 1.5137 3.5147 1.6263
C -3.5230 0.3644 -0.8773
C 1.5558 2.2266 2.2063
C -2.9364 -0.8700 -0.6533
H 1.8137 4.4455 2.0763
H -4.5770 0.5879 -0.8438
H 1.9018 1.9943 3.2104
H -3.3689 -1.8181 -0.3959
H 0.3461 -1.4696 5.6596
S 0.1500 -5.8530 0.9858
C -0.1725 -4.7065 -0.0259
N -0.4090 -3.7815 -0.7736

<S²>: 2.11
ΔE to the lowest compared entry with this formula, charge and spin: 76.7 kcal/mol
E_LUMO (spin up / spin down): -0.4095 / -0.3679 hartree
Net charge: +2
Spin multiplicity: 3



[11]
The following is a quantum chemistry calculation of C11H14Cl2F13NbO4PS as an isolated structure at a distorted geometry, from OMol25.

CARTESIAN COORDINATES (ANGSTROEM)
C -0.8912 -5.5072 0.5782
C -0.0079 -4.3912 1.3861
C -0.7890 -3.0519 1.8555
O -1.8477 -2.5260 1.0104
C -1.4195 -2.0023 -0.2789
Nb -0.8286 0.2219 -0.3225
Cl -1.4780 0.2518 2.1354
C 1.3275 -0.4137 0.1513
C 2.4997 0.6304 -0.2569
F 1.7041 -1.7504 -0.3525
P -3.2927 0.9848 -0.6801
O -4.3140 -0.4097 -1.0640
Cl -3.4563 2.3474 -2.3381
C -0.5588 0.2238 -2.5516
F -1.8774 -0.2648 -3.1286
F -0.3473 1.5256 -3.2255
C 0.4742 -0.8395 -3.2352
F 0.2712 -0.6099 -4.7251
F 0.0834 -2.2834 -3.0931
F 1.9111 -0.6043 -3.0512
S -0.0871 2.6345 0.0202
O 0.7952 3.2062 -1.1011
O -1.4493 3.4372 -0.0661
C 0.5767 3.0335 1.7078
F -0.6044 3.4098 2.5745
F 1.2023 1.8755 2.4518
C 1.6494 4.2354 1.8560
F 1.5937 4.6758 3.3016
F 3.0538 3.7059 1.6918
C 1.5026 5.5569 0.9528
F 2.5732 5.4676 -0.1115
F 1.8689 6.7506 1.8058
F 0.1882 5.8667 0.3726
H -0.2233 -5.8395 -0.3543
H -0.9239 -6.4704 1.2792
H -1.9497 -5.1532 0.2258
H 0.9120 -4.0448 0.7084
H 0.4975 -4.8763 2.3454
H -0.0017 -2.1908 2.1097
H -1.2927 -3.3046 2.9098
H -2.3549 -2.1066 -1.0145
H -0.6157 -2.7272 -0.7129
H 1.3618 -0.4991 1.3432
H 2.3852 1.1691 -1.2947
H 3.4959 -0.0249 -0.3667
H 2.7770 1.4556 0.5203
H -4.0936 -0.7742 -1.9688

E_LUMO: 0.0010 hartree
Net charge: -1
Spin multiplicity: 1



[12]
The following is a quantum chemistry calculation of a 3-piece molecular cluster, C11H14Cl2F2O9 overall at a distorted geometry, from OMol25.

CARTESIAN COORDINATES (ANGSTROEM)
C 2.4577 0.1746 -0.4702
C 1.9593 1.5009 0.0670
C 1.6273 1.3487 1.5277
O 2.2116 2.4927 2.0872
C 3.1292 2.9858 1.2664
O 4.0388 3.7047 1.6114
O 3.0119 2.5155 0.0124
H 2.0534 -0.7508 -0.0600
H 3.5442 0.1749 -0.3834
H 2.1499 0.2301 -1.5144
H 1.0954 1.8736 -0.4835
H 2.0139 0.4293 1.9674
H 0.5470 1.2701 1.6491
C -1.2949 2.1516 -3.4234
Cl -0.0177 3.3595 -3.4348
Cl -2.8638 2.9771 -3.2588
H -1.2951 1.6453 -4.3887
H -1.2440 1.4530 -2.5882
C -0.1981 -1.0283 -0.5771
C -1.3550 -0.0644 -0.2694
O -1.1939 0.9717 -1.2284
C 0.0537 0.9172 -1.7841
O 0.7140 1.7204 -2.4351
O 0.5992 -0.2799 -1.4623
F -1.1329 0.4576 0.8972
H -0.4523 -1.9953 -1.0113
H 0.2718 -1.3217 0.3616
H -2.3653 -0.4638 -0.3589
C -1.0994 -3.2360 2.3278
C -1.6551 -1.8947 1.8971
O -2.9219 -2.2183 1.3535
C -2.9463 -3.5304 1.0278
O -3.6981 -4.0562 0.2342
O -1.8722 -4.0743 1.5120
F -0.8807 -1.4250 1.0392
H -1.2632 -3.4721 3.3793
H -0.0252 -3.3361 2.1724
H -1.7031 -1.2069 2.7414

E_LUMO: -0.0130 hartree
Spin multiplicity: 1